C2H7BO3 | ωB97M-V/def2-TZVPD

Last column: natural (NBO) charge in e.
Cartesian coordinates (Å):
B  -1.3221  0.2071  1.1056  0.796
C  1.5349  0.2116  -1.8839  -0.271
C  0.2592  -0.6615  -0.0711  0.193
O  -0.6798  1.1970  1.7960  -0.904
O  -1.8832  -0.8973  1.6929  -0.905
O  1.1375  0.1230  -0.5041  -0.430
H  1.3114  1.2210  -2.2283  0.207
H  0.9973  -0.5254  -2.4914  0.189
H  2.6106  0.0407  -1.9315  0.202
H  -0.1880  -1.3371  -0.8289  0.085
H  -1.8295  0.5591  0.0984  -0.109
H  -0.4196  0.9754  2.6899  0.474
H  -1.5287  -1.1136  2.5564  0.472

Summary:
- Highest occupied orbital energy: -8.58 eV
- Maximum force: 0.0340 Eh/bohr
- ΔE to the lowest compared entry with this formula, charge and spin: 115.6 kcal/mol
- E_tot: -9005.1718 eV


C50H71F15IN3O11S2 | ωB97M-V/def2-TZVPD

Last column: Mulliken charge in e.
Cartesian coordinates (Å):
C  6.2680  2.2469  -4.3948  -0.629
O  5.4342  3.0448  -3.5508  -0.334
C  4.4113  2.2654  -2.9134  0.369
C  3.0027  2.4637  -3.6143  -0.562
C  2.0298  1.3549  -3.0390  -0.254
C  1.1107  1.8778  -1.8310  0.170
C  -0.1334  0.8614  -1.7722  -0.176
C  -0.6413  0.5870  -0.3023  0.657
C  -1.1410  -0.9174  -0.0624  0.068
C  -2.1070  -1.4717  -1.1927  -0.482
C  -1.6268  -2.8357  -1.8526  -0.303
C  -0.2161  -2.7590  -2.5516  -0.103
C  0.4265  -4.1835  -2.8199  -1.195
C  0.9498  -4.7072  -1.3988  0.562
C  2.5046  -4.8215  -1.3064  0.320
C  3.1697  -5.9002  -0.5238  0.275
C  2.3289  -6.9621  0.2957  -1.305
C  2.3867  -6.4905  1.8248  -0.827
C  1.6381  -5.1130  2.0404  2.905
C  0.1856  -5.3143  2.7003  -1.321
C  2.5209  -4.0681  2.8774  -1.164
C  2.4229  -2.6816  2.0838  0.835
C  2.6920  -1.4155  2.9799  -1.343
C  2.1789  -0.1439  2.5408  1.068
C  2.9156  0.7403  1.4425  -0.913
C  0.8235  0.4609  3.0859  -0.745
C  4.6944  -6.0666  -0.4410  -0.631
I  5.6478  -7.6752  0.6661  0.104
C  5.6107  -5.1298  -1.1477  0.364
N  7.0319  -5.3908  -1.0504  -0.485
C  7.6993  -4.3280  -0.8808  0.417
S  8.7231  -3.0826  -0.9623  -0.241
C  4.9613  -4.0136  -1.9191  0.784
N  5.6253  -3.0380  -2.6272  -0.638
S  4.5107  -1.9697  -3.2975  0.070
N  3.0940  -2.7283  -2.7603  -0.441
C  3.4198  -3.8363  -2.0043  0.447
H  7.1701  2.8753  -4.6418  0.248
H  6.6503  1.3098  -3.8900  0.284
H  5.7685  2.0134  -5.3863  0.244
H  4.6736  1.1679  -3.0462  -0.130
H  4.3680  2.4335  -1.7997  -0.076
H  2.5943  3.5036  -3.5320  0.239
H  3.1681  2.2068  -4.7065  0.220
H  2.5737  0.4188  -2.7056  -0.163
H  1.3070  1.0040  -3.8398  0.506
H  0.7794  2.9369  -2.0020  0.515
H  1.6779  1.7246  -0.8710  -0.454
H  0.2877  -0.1232  -2.1513  -0.477
H  -0.9312  1.1540  -2.5048  0.309
H  0.2082  0.7513  0.4187  -0.395
H  -1.5310  1.2559  -0.0499  -0.099
H  -0.2556  -1.5756  0.1577  -0.523
H  -1.7576  -0.8711  0.8872  0.593
H  -2.2989  -0.7569  -2.0391  0.337
H  -3.1055  -1.7009  -0.7132  -0.105
H  -2.3746  -3.0878  -2.6702  0.332
H  -1.6816  -3.7112  -1.1341  0.068
H  -0.1966  -2.1182  -3.4822  0.693
H  0.4848  -2.2400  -1.8235  -0.171
H  1.2858  -4.1728  -3.5373  0.372
H  -0.3652  -4.8840  -3.1980  0.413
H  0.4036  -5.6650  -1.1873  0.006
H  0.6190  -3.9570  -0.6142  -0.329
H  1.2626  -7.0367  -0.0584  0.278
H  2.7783  -7.9894  0.1544  0.470
H  3.4737  -6.3264  2.0932  0.193
H  1.9749  -7.3384  2.4380  0.410
H  1.4515  -4.6103  1.0549  -2.026
H  0.2283  -5.2088  3.8173  0.338
H  -0.4872  -4.5418  2.2339  0.199
H  -0.1924  -6.3240  2.3649  0.389
H  3.6055  -4.3555  2.9108  0.337
H  2.0660  -3.8955  3.8889  0.313
H  1.3710  -2.5852  1.6958  -0.317
H  3.1250  -2.6511  1.1994  0.209
H  3.2823  -1.4251  3.9348  0.319
H  2.5066  1.7939  1.4684  0.181
H  2.7271  0.3489  0.3978  0.024
H  4.0196  0.8124  1.6174  0.514
H  -0.0506  0.1329  2.4431  -0.116
H  0.6448  0.2129  4.1688  0.371
H  0.8540  1.5914  2.9879  0.231
C  -7.1895  2.9427  0.5850  -1.242
C  -6.3882  4.1519  0.1469  0.148
O  -5.1749  4.2609  0.9114  -0.353
C  -4.1540  3.4998  0.5007  0.446
O  -4.1934  2.7526  -0.4342  -0.550
C  -2.9223  3.7534  1.3672  0.793
F  -3.2132  3.7941  2.6782  -0.272
F  -2.3380  4.9285  1.0718  -0.286
F  -1.9863  2.8080  1.2123  -0.252
H  -7.3746  2.9749  1.6609  0.329
H  -8.1460  2.9050  0.0618  0.393
H  -6.6474  2.0172  0.3819  0.305
H  -6.9607  5.0599  0.3382  0.390
H  -6.1725  4.1256  -0.9193  0.023
C  -5.8424  6.2145  -6.9687  -1.099
C  -5.4368  6.9519  -5.7084  -0.210
O  -6.4534  6.8332  -4.6994  -0.305
C  -6.4367  5.7038  -3.9814  0.301
O  -5.6513  4.8129  -4.1302  -0.508
C  -7.5334  5.7358  -2.9192  1.008
F  -8.7047  6.1785  -3.4026  -0.258
F  -7.2105  6.5482  -1.8966  -0.273
F  -7.7698  4.5255  -2.3915  -0.249
H  -6.8183  6.5592  -7.3170  0.302
H  -5.1081  6.3724  -7.7598  0.369
H  -5.9288  5.1419  -6.7861  0.316
H  -5.3343  8.0163  -5.9224  0.319
H  -4.4734  6.6042  -5.3309  0.317
C  6.1209  5.4296  -0.6206  -1.187
C  4.7161  5.0903  -0.1653  0.156
O  4.7348  4.4886  1.1403  -0.228
C  4.8083  5.3326  2.1769  0.272
O  4.8632  6.5245  2.0826  -0.527
C  4.7673  4.5569  3.4927  0.942
F  5.5663  3.4768  3.4743  -0.244
F  3.5253  4.1149  3.7664  -0.225
F  5.1515  5.3011  4.5354  -0.264
H  6.7615  4.5463  -0.5772  0.271
H  6.1123  5.8108  -1.6425  0.371
H  6.5723  6.1840  0.0265  0.412
H  4.2799  4.3534  -0.8411  -0.117
H  4.0655  5.9667  -0.1791  0.335
C  -7.6039  -5.8056  -3.0789  -1.107
C  -7.6968  -4.3532  -2.6566  -0.211
O  -7.0685  -4.1529  -1.3802  -0.337
C  -5.7374  -4.0079  -1.3989  0.333
O  -5.0630  -4.0401  -2.3875  -0.496
C  -5.2129  -3.7533  0.0130  0.975
F  -5.7637  -4.5756  0.9214  -0.265
F  -5.4778  -2.4996  0.4218  -0.281
F  -3.8875  -3.9163  0.1029  -0.231
H  -8.0150  -6.4568  -2.3047  0.308
H  -8.1504  -5.9717  -4.0083  0.368
H  -6.5653  -6.1053  -3.2302  0.309
H  -8.7435  -4.0721  -2.5352  0.330
H  -7.2688  -3.6871  -3.4081  0.311
C  2.3829  1.1993  6.7059  -0.969
C  1.1423  1.9980  7.0498  -0.236
O  0.2698  1.2414  7.9053  -0.318
C  0.5736  1.2517  9.2094  0.349
O  1.5045  1.8332  9.6872  -0.505
C  -0.4612  0.4531  9.9999  0.883
F  -0.7623  -0.7168  9.4114  -0.244
F  -1.6158  1.1315  10.1260  -0.251
F  -0.0448  0.1642  11.2381  -0.244
H  2.1098  0.2335  6.2743  0.266
H  3.0053  1.7421  5.9926  0.220
H  2.9783  0.9934  7.5974  0.412
H  0.5786  2.2105  6.1403  0.323
H  1.3947  2.9578  7.5044  0.344

Summary:
- Highest occupied orbital energy: -6.62 eV
- Structure (SMILES): COCCCCCCCCCCCCc1c(CC[C@@H](C)CCC=C(C)C)c(I)c(N=C=S)c2nsnc12.CCOC(=O)C(F)(F)F.CCOC(=O)C(F)(F)F.CCOC(=O)C(F)(F)F.CCOC(=O)C(F)(F)F.CCOC(=O)C(F)(F)F
- Maximum force: 0.0819 Eh/bohr
- ΔE to the lowest compared entry with this formula, charge and spin: 118.0 kcal/mol
- E_tot: -150520.4367 eV


C4H7F | ωB97M-V/def2-TZVPD

Last column: natural (NBO) charge in e.
Cartesian coordinates (Å):
C  0.4546  -1.0172  0.7398  -0.446
C  0.0010  0.3814  1.0835  -0.464
C  -0.6273  -0.3727  -0.0159  0.013
C  -1.3766  -0.0219  -1.0636  -0.434
F  1.9965  0.7715  -1.0271  -0.558
H  1.3994  -1.1914  0.2102  0.244
H  0.0520  -1.8014  1.4727  0.233
H  -0.4822  0.5418  2.1000  0.217
H  0.6343  1.2702  0.8375  0.228
H  1.2235  0.9737  -1.4186  0.560
H  -1.8701  0.9290  -0.8771  0.200
H  -1.4052  -0.4630  -2.0413  0.206

Summary:
- Highest occupied orbital energy: -9.68 eV
- Structure (SMILES): C=C1CC1.F
- Maximum force: 0.0491 Eh/bohr
- ΔE to the lowest compared entry with this formula, charge and spin: 40.0 kcal/mol
- E_tot: -6976.4577 eV


C14H34BrInO10P | ωB97M-V/def2-TZVPD

Last column: Mulliken charge in e.
Cartesian coordinates (Å):
O  -0.9495  -2.9549  1.7552  -0.516
C  -0.8158  -2.4507  2.8470  0.495
Br  -1.0768  -0.5062  2.9621  -0.211
C  -0.3809  -3.1204  4.0374  -1.264
In  1.8254  -2.5969  4.3594  0.865
P  2.9270  -3.5881  2.2515  0.460
O  4.1657  -4.2956  2.5916  -0.640
O  3.1653  -2.5099  1.0471  -0.456
O  1.8809  -4.6193  1.5014  -0.598
H  -0.9636  -2.9110  4.9156  0.498
H  -0.3834  -4.1713  3.8116  0.378
H  2.3127  -3.4933  5.7996  -0.351
H  2.0986  -0.8680  4.5097  -0.339
H  2.5539  -2.7301  0.3438  0.419
H  1.0198  -4.4492  1.8901  0.305
C  -1.0864  2.3901  -1.1745  -0.825
O  -1.6088  3.5669  -0.5885  -0.397
C  -2.6017  3.3146  0.3862  -0.475
C  -2.2812  3.8948  1.7477  -0.278
O  -1.1417  3.3358  2.3677  -0.392
C  0.1570  3.6106  1.8734  -0.123
C  0.6481  5.0344  2.0234  -0.607
O  -0.0361  5.9589  1.1914  -0.310
C  -0.4827  7.1281  1.8349  -0.792
H  -1.6770  2.1019  -2.0509  0.276
H  -0.0644  2.5957  -1.4966  0.345
H  -1.0607  1.5573  -0.4677  0.392
H  -2.7548  2.2375  0.5021  0.284
H  -3.5476  3.7522  0.0382  0.384
H  -3.1169  3.6179  2.3964  0.392
H  -2.2479  4.9870  1.7401  0.072
H  0.2755  3.2586  0.8482  0.010
H  0.8139  2.9918  2.4892  0.412
H  1.7072  5.0473  1.7374  0.382
H  0.5789  5.3329  3.0741  0.342
H  -0.8038  6.9308  2.8627  0.374
H  -1.3393  7.5093  1.2775  0.230
H  0.2988  7.8971  1.8420  0.301
C  2.9529  -1.5947  -2.2560  -0.737
O  1.8979  -2.5311  -2.2925  -0.442
C  1.0182  -2.4893  -1.1802  -0.716
C  -0.4427  -2.3975  -1.5659  -0.294
O  -0.8507  -1.2069  -2.2256  -0.394
C  -0.4289  -0.9394  -3.5489  -0.202
C  -0.9593  -1.8589  -4.6299  -0.612
O  -0.4281  -3.1690  -4.5634  -0.291
C  -1.3753  -4.2090  -4.6392  -0.810
H  3.8237  -2.0065  -1.7357  0.318
H  3.2376  -1.3703  -3.2855  0.273
H  2.6529  -0.6607  -1.7712  0.302
H  1.2696  -1.6564  -0.5163  0.512
H  1.1467  -3.4179  -0.6118  0.538
H  -1.0013  -2.3943  -0.6272  0.398
H  -0.7691  -3.2837  -2.1134  0.003
H  0.6573  -0.8475  -3.6106  0.112
H  -0.8366  0.0525  -3.7659  0.354
H  -0.6691  -1.4291  -5.5979  0.398
H  -2.0530  -1.8781  -4.5838  0.341
H  -2.3126  -3.9436  -4.1403  0.379
H  -0.9552  -5.0789  -4.1341  0.239
H  -1.5827  -4.4765  -5.6819  0.290

Summary:
- Highest occupied orbital energy: -5.43 eV
- Maximum force: 0.0246 Eh/bohr
- Charge: -1
- ΔE to the lowest compared entry with this formula, charge and spin: 0.6 kcal/mol
- E_tot: -120048.9278 eV